Density functional theory data (ωB97M-V/def2-TZVPD) for a cluster of 13 separate species, C42H114N4O17 in total in a non-equilibrium geometry.

CARTESIAN COORDINATES (ANGSTROEM)
1 H 3.64 0.19 -2.05
2 H -3.18 -5.08 1.46
3 H -3.06 -1.01 -1.68
4 H 0.26 -2.30 -1.66
5 O 5.26 1.82 -3.20
6 H 2.80 1.39 -0.05
7 C 1.62 5.66 -1.18
8 C 0.15 -4.76 -0.23
9 C -0.66 0.92 -1.45
10 C 2.82 -3.25 -3.29
11 C -4.12 3.60 1.26
12 C 0.00 1.21 -5.75
13 H 0.37 -8.67 -0.76
14 C -0.50 -8.34 -0.18
15 H 2.56 -3.67 2.04
16 C 1.37 1.38 4.16
17 H 1.04 4.61 -4.40
18 C 0.48 -6.22 -0.14
19 H 4.19 -3.50 6.68
20 H -5.17 -0.69 4.52
21 C -3.82 0.95 4.82
22 H -6.87 3.37 0.96
23 H 4.27 -0.55 6.69
24 H -3.20 2.53 -5.04
25 H -3.60 -0.70 -0.09
26 O -3.44 3.34 -4.57
27 H 6.24 0.62 5.94
28 H 5.09 -0.62 -2.49
29 H 0.63 1.43 -3.10
30 H 0.11 1.20 -6.84
31 H -3.97 1.93 -0.09
32 O 1.47 6.87 -0.46
33 C -0.51 1.41 2.78
34 H -0.69 -4.55 0.45
35 C -3.30 2.54 0.52
36 H -2.88 -4.05 0.01
37 H -1.24 -2.69 -0.85
38 H -4.15 -2.16 -0.84
39 C 3.42 -4.09 -4.41
40 H 5.82 2.59 -3.31
41 H 2.02 1.64 1.45
42 H -4.47 -0.89 2.14
43 C -3.94 -1.11 -1.05
44 O 0.51 2.18 3.38
45 C -3.34 -3.14 -4.12
46 H 5.68 -1.57 6.82
47 C -2.59 3.41 -3.44
48 H 1.50 0.95 -1.66
49 H 0.90 0.76 -5.32
50 O -2.51 -3.49 -3.03
51 H -2.04 -1.21 3.68
52 C -1.32 -2.75 -3.00
53 H -2.68 3.04 -0.23
54 H -2.76 -2.89 -5.02
55 H -4.50 1.58 5.43
56 H 4.39 -4.45 -4.08
57 C 2.23 -1.82 1.00
58 H 2.27 5.77 -4.95
59 H -5.42 0.67 3.52
60 H 3.89 2.52 3.22
61 H 2.72 -0.85 0.87
62 H -1.53 0.62 -2.06
63 C 4.68 0.06 -1.74
64 N 4.95 0.54 4.30
65 O 2.63 -4.02 -2.12
66 H -2.79 2.57 -2.76
67 O 0.88 -1.66 1.41
68 O 4.11 1.37 1.48
69 H -1.47 0.40 7.03
70 H -4.51 4.31 0.50
71 H -1.16 -0.58 -5.58
72 H -1.65 1.75 5.87
73 O -0.60 0.08 -0.29
74 H 0.98 -4.19 0.19
75 H 4.01 -2.76 1.72
76 H 1.79 0.52 3.61
77 H -0.32 -8.62 0.87
78 H -1.03 0.81 3.55
79 H -2.53 0.86 -6.76
80 H 5.14 3.06 2.11
81 H -5.57 -0.93 -2.44
82 O -0.71 -6.96 -0.31
83 C -4.62 0.05 3.92
84 H 2.30 -2.30 0.01
85 C -2.83 4.71 -2.70
86 H -1.90 -3.27 2.42
87 H -1.41 0.29 0.23
88 H 2.90 -2.20 3.01
89 H 6.66 -0.63 4.78
90 H -0.01 2.25 -5.44
91 C -0.60 -2.98 -1.70
92 H -1.53 3.35 -3.74
93 O -2.45 1.05 -5.82
94 H -3.49 4.18 1.93
95 C -3.56 -4.26 0.84
96 H 0.90 1.07 5.10
97 H 1.87 4.38 -5.97
98 H -6.98 -0.13 -0.87
99 H 2.75 -4.90 -4.69
100 H 2.76 -2.46 6.45
101 O 4.37 -2.00 5.24
102 H -1.92 3.02 2.91
103 H 1.67 -4.16 -2.03
104 N -3.84 -0.52 2.85
105 H 0.93 -6.45 0.84
106 C 3.60 -2.94 5.94
107 C -2.96 -1.63 3.28
108 H -3.91 4.86 -2.57
109 H 4.85 2.13 -1.21
110 H -1.34 0.50 -4.22
111 O -3.80 -3.11 1.62
112 H 0.73 -0.27 -2.63
113 H -1.48 -1.67 -3.13
114 O -2.99 0.19 5.68
115 H 1.22 -6.50 -0.91
116 H -3.19 1.61 4.22
117 O 2.82 2.57 -4.37
118 H -3.03 1.04 1.92
119 C -6.25 2.56 1.39
120 C 5.81 -0.12 5.26
121 N -0.12 -4.35 -1.60
122 H 2.21 2.02 4.43
123 C 0.60 0.75 -2.25
124 H 0.43 -1.12 0.73
125 H -1.39 -8.87 -0.51
126 H -0.76 -5.00 -2.05
127 H 4.73 -0.42 -0.76
128 H 3.61 2.06 -4.12
129 O -5.15 3.08 2.08
130 N -2.48 1.69 1.35
131 H 3.50 -2.43 -3.05
132 H -3.93 -2.24 -3.89
133 O -6.14 -0.42 -0.50
134 H 1.00 3.56 -1.01
135 H -2.38 5.58 -3.16
136 H 6.36 2.00 3.77
137 C -5.16 -0.42 -1.56
138 H -4.98 0.62 -1.86
139 H 3.19 -3.65 5.22
140 H 6.42 1.39 -1.52
141 H 1.85 6.76 0.42
142 H 3.61 -3.46 -5.29
143 H -0.92 3.09 1.51
144 C 2.96 -2.66 2.02
145 H -2.80 1.58 7.20
146 H -4.00 -3.99 -4.30
147 H 1.36 5.90 -2.21
148 H -3.46 -2.22 4.06
149 C 4.65 2.16 2.52
150 C 5.37 1.39 -1.82
151 C 3.09 3.96 -4.25
152 C -2.62 -2.50 2.11
153 H -0.83 1.96 -1.15
154 H -0.09 0.74 2.02
155 C -1.26 0.48 -5.30
156 H -4.51 -4.54 0.39
157 H -2.09 -1.92 1.33
158 C 1.99 4.72 -4.94
159 C 0.81 4.54 -0.57
160 H 3.01 2.95 0.64
161 H -2.43 4.65 -1.68
162 C -1.48 2.38 2.13
163 H -0.27 4.70 -0.67
164 H 3.18 4.28 -3.21
165 C -2.19 1.01 6.48
166 H 4.06 4.11 -4.74
167 H -0.64 -3.06 -3.81
168 H -5.98 1.85 0.62
169 C 5.63 1.33 3.30
170 C 5.02 -1.09 6.09
171 H 6.22 0.69 2.63
172 H 4.34 -0.16 3.88
173 H 2.67 5.33 -1.22
174 H 1.02 4.49 0.50
175 C 2.94 1.89 0.91
176 H -6.88 2.05 2.12
177 H 1.88 -2.78 -3.59

2S+1   1
Relative energy (zero: lowest compared OMol25 entry of this formula, charge and spin)   0.0 kJ/mol
HOMO   -8.57 eV
Molecular weight   947.38 g mol⁻¹
Gap between HOMO and LUMO   9.0734 eV
Largest force on an atom   1.51 eV/A

Atom charges from the Löwdin analysis, given in e for atoms 1 to 4: 0.062 0.095 0.057 0.104